{
  "formula": "C3H4NO2",
  "method": "ωB97M-V/def2-TZVPD",
  "spin_multiplicity": 1,
  "lumo_ev": [-8.863, -7.973],
  "total_charge": 1,
  "species": ["O", "O", "N", "C", "C", "C", "H", "H", "H", "H"],
  "xyz": [[-2.4336, -1.7517, 0.0277], [-3.2878, 1.4644, 0.0367], [-1.7060, -0.8244, 0.0265], [-0.2468, -0.6925, 0.0897], [-0.4178, 0.8378, -0.0714], [-1.8316, 0.5319, -0.0583], [0.1555, -1.0259, 1.0543], [-0.0506, 1.2841, -1.0037], [0.2751, -1.2356, -0.7062], [-0.0705, 1.4946, 0.7348]],
  "forces_ev_per_angstrom": [[-1.3, -1.3, 0.1], [5.4, -3.7, -0.4], [0.5, 1.3, -0.1], [2.1, -0.5, 0.2], [0.6, 0.4, 0.0], [-6.4, 4.0, 0.4], [-0.3, 0.1, -0.1], [-0.1, -0.2, 0.0], [-0.3, 0.2, 0.0], [-0.1, -0.2, 0.1]],
  "nbo_charge": [-0.030, -0.096, 0.149, -0.261, -0.537, 0.585, 0.281, 0.315, 0.280, 0.314]
}

=====

{
  "formula": "C5H9N",
  "method": "ωB97M-V/def2-TZVPD",
  "spin_multiplicity": 1,
  "lumo_ev": 1.066,
  "smiles": "C=CC(=C)NC",
  "species": ["N", "C", "C", "C", "C", "C", "H", "H", "H", "H", "H", "H", "H", "H", "H"],
  "xyz": [[0.7241, -0.2763, 0.8793], [-0.9207, -1.3164, -1.9211], [-0.8974, -1.2320, -0.5889], [1.5183, 0.8267, 1.3490], [-1.0373, 1.1621, 0.0412], [-0.4183, -0.0171, 0.1282], [-0.7634, -2.1423, -0.0221], [-0.8581, -0.4118, -2.5066], [-1.8367, 1.3292, -0.6609], [-0.7586, 1.9795, 0.6934], [1.2547, -1.0352, 0.4807], [2.4483, 0.4382, 1.7577], [1.0140, 1.3724, 2.1478], [-1.2335, -2.2541, -2.3651], [1.7645, 1.5772, 0.5874]],
  "forces_ev_per_angstrom": [[-0.3, 0.0, 0.0], [-1.2, 0.0, 0.8], [2.0, 0.3, -0.7], [0.3, 0.3, 0.3], [0.2, 0.3, 0.3], [-0.3, -0.3, -0.3], [-0.7, -0.2, 0.3], [0.1, 0.0, -0.3], [-0.3, -0.2, 0.2], [0.2, 0.2, -0.3], [0.1, 0.0, 0.1], [0.0, 0.0, 0.0], [-0.1, -0.1, 0.1], [0.3, 0.1, -0.3], [-0.1, -0.2, -0.2]],
  "nbo_charge": [-0.602, -0.368, -0.217, -0.412, -0.529, 0.152, 0.203, 0.200, 0.211, 0.199, 0.378, 0.206, 0.196, 0.200, 0.182]
}

=====

{
  "formula": "C41H114NO33",
  "method": "ωB97M-V/def2-TZVPD",
  "spin_multiplicity": 1,
  "lumo_ev": 1.807,
  "total_charge": -1,
  "species": ["O", "O", "O", "O", "O", "O", "O", "O", "O", "O", "O", "O", "O", "O", "O", "O", "O", "O", "O", "O", "O", "O", "O", "O", "O", "O", "O", "O", "O", "O", "O", "O", "O", "N", "C", "C", "C", "C", "C", "C", "C", "C", "C", "C", "C", "C", "C", "C", "C", "C", "C", "C", "C", "C", "C", "C", "C", "C", "C", "C", "C", "C", "C", "C", "C", "C", "C", "C", "C", "C", "C", "C", "C", "C", "C", "H", "H", "H", "H", "H", "H", "H", "H", "H", "H", "H", "H", "H", "H", "H", "H", "H", "H", "H", "H", "H", "H", "H", "H", "H", "H", "H", "H", "H", "H", "H", "H", "H", "H", "H", "H", "H", "H", "H", "H", "H", "H", "H", "H", "H", "H", "H", "H", "H", "H", "H", "H", "H", "H", "H", "H", "H", "H", "H", "H", "H", "H", "H", "H", "H", "H", "H", "H", "H", "H", "H", "H", "H", "H", "H", "H", "H", "H", "H", "H", "H", "H", "H", "H", "H", "H", "H", "H", "H", "H", "H", "H", "H", "H", "H", "H", "H", "H", "H", "H", "H", "H", "H", "H", "H", "H", "H", "H", "H", "H", "H", "H", "H", "H"],
  "xyz": [[-3.0016, 6.8616, 0.9018], [1.8554, -2.7333, -6.9172], [0.9597, -0.8347, -4.7834], [5.8878, 0.6612, 0.3657], [2.7092, -2.6171, 4.2233], [1.9229, 2.9811, 5.2038], [-3.3777, 0.1208, 1.6182], [2.8831, 5.2609, 3.5146], [1.4546, -5.2521, 1.0283], [-6.5236, 0.5209, -3.2679], [0.6018, -4.9932, -1.5717], [-4.8425, -2.4131, -0.9987], [3.6018, -4.3327, -0.8634], [1.4272, 0.8712, 6.7848], [7.6300, -0.3489, -1.5484], [-3.8084, 5.4451, -1.4697], [-3.1241, 2.9443, 4.9171], [0.1545, -1.0767, 4.8877], [-2.4825, -0.7101, 4.0488], [-4.7774, 0.9708, -0.9657], [-4.8778, -1.6458, -4.4179], [-2.2649, 3.7900, -4.7376], [4.2849, 3.8919, -2.5526], [-1.8881, 4.9203, 2.9827], [5.5663, -0.4222, -3.3604], [-3.4636, -4.3669, -0.1115], [-1.8307, -3.5930, 4.7803], [3.9598, 0.0878, 4.9454], [3.5737, -0.8082, -5.3790], [2.0708, 2.8672, -3.5987], [-2.0709, 0.3330, -0.6731], [-1.2395, -5.3253, 0.9368], [-0.3194, 1.1283, -3.5377], [-0.6465, 0.3054, -0.8023], [-0.4781, 2.6274, -0.3744], [3.2650, 2.1264, -3.7366], [3.6456, -4.5550, 0.5059], [-4.6749, -4.1957, 0.5961], [4.2779, 2.4689, -2.7126], [6.8621, -0.2884, 0.6065], [-0.6172, -1.8172, 0.5311], [-1.5205, 1.8388, -3.8774], [-1.8592, 3.5469, 4.9458], [0.7931, -1.8408, -6.9198], [-2.2077, 6.7565, -0.2609], [-0.3047, -0.5574, 6.1456], [-5.3807, 0.8063, 0.4011], [2.0034, 4.2409, 3.1611], [-4.4761, -0.2444, -4.2574], [7.1054, -1.2158, -0.5827], [-1.1009, -6.1709, -0.1968], [-5.0743, -2.7475, 0.4182], [4.0000, -0.5972, 3.7086], [-0.2538, -1.0998, -0.8301], [0.0825, 0.9002, 6.3433], [2.4205, -4.2630, 1.3074], [-4.3690, 1.0448, 1.5292], [-1.0945, 3.2600, -4.2050], [-0.6946, -5.4670, -1.4722], [0.0920, 1.2764, 0.0392], [-0.1018, 1.0489, 1.5303], [1.5992, 1.2128, -0.2872], [1.3256, -1.1642, -1.0524], [-5.6167, 0.6931, -4.3116], [-3.4082, -1.8097, 4.1851], [0.0510, -1.5854, -5.6008], [-2.4804, 5.4821, -1.0045], [2.1673, -0.1941, -0.2063], [4.5778, -1.4592, -3.2325], [3.9741, -1.8724, -4.5531], [-1.0174, -1.7860, -1.9275], [2.8024, -1.4222, 3.4022], [-1.7743, 5.0013, 4.3929], [-2.8906, -3.2170, 3.8715], [2.2893, 2.9295, 3.8507], [-6.1950, 1.5582, 0.4287], [-0.8014, -6.1735, -2.2702], [2.5651, 3.5264, 5.6279], [-3.4119, -3.6084, -0.7329], [5.1742, 0.2423, -3.9635], [1.4998, -1.0330, -2.1460], [5.0225, -2.3281, -2.8256], [1.3074, 2.2652, -3.4804], [3.5067, 4.2753, -2.9757], [4.4582, -3.8441, 0.9107], [-3.6859, -3.9059, 4.0350], [3.1005, 1.0430, -3.6932], [2.5838, -4.2108, 2.4430], [-3.8658, -0.1446, -3.4269], [0.4534, 1.7967, 2.0869], [-4.6303, -1.4504, -0.9726], [-2.0991, -6.5834, -0.3716], [-3.8077, 0.9378, -0.9678], [3.8080, 2.3299, -4.7024], [-1.6969, -1.8755, 0.5844], [-1.3310, -4.5876, -1.6777], [3.1523, -2.5268, -4.3068], [2.8302, -4.6769, -1.2749], [-5.5009, -4.6795, 0.1178], [2.1075, 1.8416, 0.4022], [-0.1684, 3.4960, 0.3136], [0.1629, 0.0395, 1.8043], [1.9047, 1.6543, 6.3998], [-2.6590, -0.3646, 3.1373], [-4.3064, -1.6057, 3.5962], [-1.4652, 3.6712, 5.9521], [-1.6260, 2.5371, -0.3296], [-0.7310, 3.8454, -3.3566], [-3.8324, 2.0152, 1.4348], [0.0653, -2.2317, -7.6698], [-0.4424, -6.9947, 0.0599], [-3.4860, 3.1133, 4.0576], [-2.0369, -4.7915, 0.7381], [7.8284, 0.1560, 0.9299], [-2.1743, 4.7540, -4.8241], [-4.2338, 4.5844, -1.4772], [6.1821, -1.6902, -0.9199], [0.5224, -0.0899, -4.2318], [-0.6323, 1.2933, 7.1250], [-1.4153, -0.7545, 6.2322], [-2.5150, -3.1732, 2.8510], [3.3819, 2.6888, 3.7629], [4.7373, -2.4144, -5.1509], [-3.7380, -1.8089, 5.2599], [1.7005, 1.6449, -1.2864], [-4.5084, -2.3005, 1.1984], [-2.0588, -1.8562, -1.6524], [1.0152, 4.5781, 3.4741], [-4.5339, -4.5130, 1.5958], [4.0016, 0.2205, 2.9029], [-0.6566, -0.9422, 4.3800], [1.1191, -0.8753, -7.3625], [-1.1746, 2.9114, 4.2806], [-0.2242, -1.5937, 1.4941], [-2.4163, 5.6861, 2.5553], [1.9405, -2.4682, 4.8514], [1.8758, -0.7912, 3.4184], [7.8926, -1.9667, -0.3420], [1.7582, 2.0849, 3.3400], [-1.1465, 6.8018, 0.0332], [-1.0713, -3.0433, 4.5942], [-2.4500, 0.2142, 0.3461], [-0.2771, 3.2119, -4.9479], [5.9478, 1.0415, -0.5059], [-2.3558, 7.6156, -0.9535], [3.1853, -0.2353, -0.5827], [0.9765, -4.7436, -0.7467], [-6.1411, -2.6418, 0.7087], [2.6848, -0.4705, -5.1763], [-0.1828, 2.8692, -1.3678], [5.3030, 2.0957, -2.9235], [-0.7826, 5.4283, 4.6312], [-6.1291, 0.7146, -5.3315], [3.9648, -5.5453, 0.8284], [-0.1000, 1.4781, 5.4994], [0.1395, -1.2337, 6.9427], [-5.0816, 1.6767, -4.2289], [-5.8092, -0.2080, 0.4433], [7.1195, -0.4225, -2.3751], [2.1294, -3.2205, 0.9531], [-3.8322, 6.3404, 0.7652], [-5.4201, -1.7769, -3.6290], [3.8118, -1.0102, -2.6404], [-0.9025, -1.0797, -2.7615], [1.9621, 3.9830, 2.0897], [2.5238, -2.4048, -6.3253], [-1.8897, 5.4585, -1.9846], [4.8815, -1.2116, 3.6243], [4.0081, 2.0332, -1.7148], [1.6165, -2.2090, -0.8433], [-6.1218, 0.8210, -2.4567], [-2.3410, 4.6275, -0.3041], [-2.2571, 1.8252, -3.1034], [-1.1886, 1.1636, 1.7554], [-3.8791, -0.0253, -5.1443], [-0.4140, -2.8804, 0.3010], [2.2816, -0.5457, 0.8026], [-4.9969, 1.0668, 2.4615], [-2.5902, 5.5364, 4.9044], [3.5418, -0.5354, 5.5627], [-0.5769, -2.7880, -2.1220], [-0.3123, -2.4668, -5.0681], [-1.9817, 1.3024, -4.7212], [-0.8481, -0.9706, -5.8660], [-0.3405, 0.9352, -2.5206], [6.6030, -0.9632, 1.4202], [2.9394, -1.6801, 2.3427], [0.5146, -4.9670, 1.1925], [3.7449, 4.9233, 3.2991]],
  "forces_ev_per_angstrom": [[-1.0, -0.6, 0.4], [-0.1, -0.9, 0.1], [-0.4, 1.0, 1.1], [-1.2, 0.3, 0.9], [-1.3, 1.3, 0.6], [-0.6, -0.4, 0.1], [1.0, -1.4, -0.7], [0.1, 0.4, 0.1], [-0.9, 0.2, -0.3], [-1.2, -0.4, -0.5], [1.2, 0.0, -1.6], [0.1, 1.2, 2.2], [0.9, 0.7, -0.2], [0.6, 1.2, -0.3], [0.2, 0.3, -1.6], [-1.4, 1.0, 0.2], [0.0, 0.4, 1.1], [-0.3, 0.1, 0.5], [-0.3, -1.3, -0.5], [-1.0, -0.2, 0.9], [0.2, 1.3, 0.7], [-0.8, 1.7, -0.6], [0.8, 0.0, 0.0], [-1.6, 1.7, -1.3], [-0.2, 0.0, -0.8], [0.3, 0.0, -0.2], [-1.0, -0.3, -0.4], [-0.2, -0.5, 0.4], [0.5, 0.7, -0.3], [-0.1, -0.2, 0.0], [-0.2, 0.4, 1.5], [0.5, 0.2, 0.1], [0.0, -0.1, 2.2], [-0.2, 0.2, -1.3], [-1.5, 1.0, 2.0], [0.8, -1.1, -1.5], [2.1, 0.9, 2.3], [-0.5, 0.8, -2.2], [-0.1, 0.9, 2.3], [1.2, -1.6, 0.3], [-0.6, -1.9, -2.3], [1.4, -0.3, -0.5], [1.7, 0.5, -1.7], [-1.5, 0.3, -1.2], [0.3, 0.6, -0.7], [-0.6, -1.4, 0.9], [0.8, 0.8, -1.3], [-1.2, -1.1, -0.3], [-0.8, -2.3, -3.1], [0.9, 0.8, 0.6], [-0.9, 0.0, 0.1], [-1.0, -0.9, 0.2], [-0.3, 1.9, -1.0], [1.9, 0.1, 2.9], [-0.6, -1.9, 2.8], [-0.7, 1.7, 0.9], [-0.2, 0.2, 0.5], [0.0, -0.9, -0.7], [-0.6, 0.6, 0.2], [-0.1, 0.1, 0.4], [-1.5, 0.3, -0.1], [-1.0, -0.7, -0.7], [-1.1, -0.5, -0.4], [0.4, 1.9, -0.7], [-0.4, 0.4, 1.6], [0.2, 1.3, -0.5], [0.5, -1.2, -1.2], [-0.4, -0.3, -1.1], [-0.1, 1.5, -1.2], [0.9, -0.2, -0.5], [0.9, 0.0, -0.4], [-0.9, -0.2, -0.4], [-0.3, -1.2, 0.2], [1.7, 1.9, 0.8], [0.8, -0.8, -0.8], [0.4, -0.4, 0.1], [-0.3, -0.4, -0.6], [0.6, 0.8, 0.6], [-0.1, -0.5, 0.1], [0.4, -0.6, 0.2], [0.0, 0.2, 0.6], [0.4, -0.7, 0.9], [0.4, 0.2, -0.2], [-0.1, -0.4, 0.1], [-1.1, -0.9, -0.6], [-0.6, -0.7, -0.2], [-0.3, 0.1, -0.1], [0.2, 0.0, -1.7], [1.1, 0.3, 2.0], [0.0, 0.0, 0.1], [-0.1, -0.6, -0.3], [0.1, -0.3, -0.3], [0.1, -0.1, 0.4], [-1.1, 0.0, 0.3], [-0.5, 0.5, 0.4], [-0.5, -0.6, 0.2], [-0.4, -0.5, 0.0], [-1.1, -0.8, -0.4], [-0.2, -1.5, -0.3], [0.5, 0.8, 0.6], [-0.3, -1.4, -0.9], [0.4, 0.2, 0.4], [-0.8, -1.1, 0.2], [-0.2, 0.3, -0.2], [0.1, 0.0, -0.2], [-0.2, -0.8, 0.3], [1.8, 0.3, -0.1], [0.0, -0.3, 0.3], [-1.0, 0.4, -0.2], [0.3, 0.1, 0.6], [0.3, 0.1, 0.0], [-0.3, 0.0, -0.9], [0.2, 0.0, 0.1], [-0.3, 0.0, -0.5], [-0.2, -0.5, 0.0], [0.5, -0.2, 0.2], [0.0, -0.1, 0.2], [0.1, -1.5, -1.3], [0.8, -0.1, -0.3], [1.0, 0.6, -0.2], [-0.1, -0.5, -0.4], [-0.6, 0.1, 0.0], [-0.4, 0.1, 0.4], [0.3, 0.0, -0.8], [0.4, -0.2, -0.1], [0.9, 1.9, -0.2], [-0.3, -0.1, -0.1], [-0.1, -0.1, -0.2], [-0.1, -0.1, 1.1], [0.4, -1.1, 0.9], [-0.3, -0.1, -0.9], [-0.2, -0.1, 0.5], [-0.4, 0.8, 1.1], [0.6, 0.4, 0.3], [1.4, -1.5, 1.1], [1.1, -0.2, -1.2], [0.7, -0.7, 0.4], [-0.7, 0.2, 0.1], [0.3, 0.8, 0.8], [-0.4, -0.2, 0.0], [0.4, 0.4, 0.0], [0.4, 0.0, -0.7], [-0.2, 0.1, 0.2], [0.5, -0.1, -0.6], [-0.2, -0.3, 0.5], [0.3, 0.2, -0.2], [0.1, 0.0, 1.6], [0.4, 0.1, -0.5], [-0.3, -0.6, 0.3], [0.2, 0.3, -0.9], [-0.6, 0.4, -0.2], [-0.4, -0.1, 0.3], [0.4, -0.4, 1.5], [0.2, -0.5, -0.6], [0.0, 0.9, -1.8], [-0.2, 1.2, -0.7], [-0.7, -0.2, -0.1], [0.2, 0.4, 0.2], [0.1, 0.1, 0.3], [-0.3, -1.0, 0.6], [0.9, 0.8, -0.2], [-0.1, -0.4, -0.1], [-0.8, -0.3, 0.9], [-0.3, -0.8, -0.3], [0.2, 0.6, -0.1], [0.5, 0.4, 0.2], [0.2, -0.3, 1.7], [0.6, -0.2, -0.1], [0.1, 0.2, -0.6], [-0.1, 0.4, -0.2], [0.6, 0.1, 0.6], [0.5, 0.4, -0.7], [-0.3, -0.1, 0.9], [0.7, 0.0, 0.1], [0.3, -0.1, 0.0], [0.4, 0.2, 0.4], [-0.4, -0.1, 0.6], [0.3, 0.2, -0.3], [0.2, 0.3, -0.4], [0.1, 0.4, 0.1], [-0.2, 0.8, -0.1], [0.3, -0.2, -0.2], [0.3, 0.6, -0.1], [0.6, -0.3, 0.3], [-0.2, -0.1, -1.0], [-0.7, 0.3, 0.5], [-0.1, -0.6, 0.2], [0.8, -0.2, 0.2], [0.9, 0.1, -0.1]],
  "lowdin_charge": [-0.083, -0.044, -0.151, -0.049, -0.083, -0.059, -0.310, -0.030, -0.087, -0.052, -0.063, -0.063, -0.031, -0.086, -0.086, -0.069, -0.043, -0.117, -0.114, -0.132, -0.068, -0.060, -0.062, -0.115, -0.091, -0.087, -0.060, -0.066, -0.087, -0.064, -0.135, -0.107, -0.161, -0.108, -0.020, -0.262, -0.278, -0.209, -0.251, -0.278, 0.010, -0.179, -0.264, -0.271, -0.251, -0.214, -0.157, -0.264, -0.243, -0.245, -0.221, -0.205, -0.264, -0.450, -0.246, -0.258, -0.378, -0.262, -0.246, -0.486, -0.002, -0.103, -0.076, -0.277, -0.218, -0.195, -0.258, -0.142, -0.193, -0.241, -0.004, -0.259, -0.247, -0.212, -0.230, 0.116, 0.118, 0.095, 0.087, 0.079, 0.108, 0.111, 0.050, 0.072, 0.143, 0.106, 0.100, 0.136, 0.076, 0.058, 0.080, 0.117, 0.032, 0.147, 0.069, 0.101, 0.121, 0.047, 0.110, 0.108, 0.117, 0.049, 0.063, 0.045, 0.104, 0.114, 0.103, 0.104, 0.109, 0.125, 0.126, 0.062, 0.044, 0.125, 0.101, 0.090, 0.107, 0.068, 0.131, 0.122, 0.105, 0.135, 0.143, 0.130, 0.100, 0.084, 0.071, 0.108, 0.109, 0.135, 0.035, 0.127, 0.125, 0.060, 0.099, 0.098, 0.113, 0.125, 0.111, 0.129, 0.047, 0.094, 0.127, 0.064, 0.125, 0.093, 0.013, 0.132, 0.048, 0.047, 0.122, 0.108, 0.147, 0.116, 0.061, 0.137, 0.125, 0.094, 0.051, 0.109, 0.111, 0.061, 0.091, 0.077, 0.117, 0.029, 0.133, 0.108, 0.113, 0.097, 0.041, 0.110, 0.109, 0.096, 0.112, 0.074, 0.078, 0.118, 0.123, 0.085, 0.090, 0.119, 0.121, 0.126, 0.099, 0.104, 0.083, 0.072, 0.080]
}

=====

The records above yield DFT total energy values of -8744.848; -6819.475; -113416.838 eV, respectively.
The records above yield energy relative to the best compared isomer or geometry (same formula, charge and spin) values of 8.1406; 1.5204; 0.0000 eV, respectively.